Here is C19H22ClInN2O2Pm as an isolated structure from OMol25. Energies are from wB97M-V/def2-TZVPD.

XYZ file:
```
48
Properties=species:S:1:pos:R:3:lowdin_spin:R:1
Pm 0.40597 -0.18087 -2.13093 4.058
Cl 2.71501 -1.11804 -2.60448 -0.011
C 1.19110 2.06950 -2.34553 -0.021
H 0.94388 2.64569 -1.43981 -0.001
H 0.76432 2.56595 -3.23201 -0.002
H 2.28828 2.01152 -2.44649 0.000
In -1.19850 -0.93847 -5.71500 -0.003
C -1.47905 -3.10088 -5.70922 0.000
C 0.22413 -0.13317 -7.15357 0.000
C -1.70727 0.16877 -3.98687 -0.010
H -0.09106 0.87386 -7.45269 0.000
H 1.20578 -0.08724 -6.66602 0.000
H 0.27301 -0.77996 -8.03634 0.000
H -2.48133 -3.33912 -5.33050 0.000
H -1.36329 -3.49558 -6.72622 0.000
H -0.71617 -3.53650 -5.04752 0.000
H -1.50750 1.26184 -3.97281 0.000
H -2.68751 -0.03564 -3.51656 0.000
O 2.30481 -2.81177 0.63336 0.000
C 1.61964 -1.84718 0.86957 0.000
N 1.55481 -1.09499 2.05838 0.000
C 0.43112 -0.18113 2.08248 0.000
C 0.08002 -0.21412 0.58290 0.000
O -0.61239 0.62390 -0.10030 -0.004
N 0.70815 -1.21072 -0.03451 -0.007
C -0.68836 -0.78122 2.93632 0.000
C -1.98590 -0.89638 2.43951 0.000
C -2.97774 -1.50071 3.22348 0.000
C -2.67300 -1.98570 4.49675 0.000
C -1.37508 -1.84836 5.00356 0.000
C -0.38332 -1.23152 4.23018 0.000
C 0.85727 1.21516 2.50548 0.000
C 0.22938 1.91770 3.54185 0.000
C 0.72884 3.17030 3.92660 0.000
C 1.81602 3.73356 3.25818 0.000
C 2.39393 3.05615 2.17766 0.000
C 1.92635 1.79149 1.81282 0.000
H 1.96807 -1.51280 2.88322 0.000
H -2.22070 -0.50744 1.44642 0.000
H -3.98728 -1.58289 2.82181 0.000
H -3.44309 -2.46866 5.10030 0.000
H -1.11938 -2.21120 6.00030 0.000
H 0.62450 -1.10404 4.63511 0.000
H -0.63418 1.48590 4.05187 0.000
H 0.25313 3.69620 4.75647 0.000
H 2.21036 4.70230 3.56978 0.000
H 3.21515 3.49828 1.61409 0.000
H 2.39909 1.24824 0.98892 0.000
```

Output
Spin multiplicity: 5
HOMO-LUMO gap (alpha / beta) (Ha): 0.2411 / 0.2401
Lowest unoccupied orbital energy (alpha / beta) (Ha): 0.08796 / 0.08799
Total charge: -1
HOMO energy (alpha / beta) (eV): -4.2 / -4.1

=====

Here is one molecule with the formula C4H4F2 from OMol25. Energies are from wB97M-V/def2-TZVPD.

XYZ file:
```
10
Properties=species:S:1:pos:R:3:nbo_charge:R:1
C 1.53411 -1.06211 0.31575 -0.369
C 0.55862 -0.13888 0.50460 -0.266
C -0.49901 0.19120 -0.50214 0.286
F -0.36077 -0.55046 -1.64929 -0.329
C -1.51369 1.02705 -0.31966 0.161
F -1.63616 1.78044 0.77694 -0.316
H 1.58288 -1.66036 -0.60561 0.219
H 2.23030 -1.20652 1.14292 0.209
H 0.40463 0.47485 1.40396 0.223
H -2.30092 1.14478 -1.06747 0.182
```

Output
HOMO-LUMO gap (Ha): 0.3668
Lowest unoccupied orbital energy (Ha): 0.02912
Total charge: 0
SMILES string: C=C/C(F)=C\F
HOMO energy (eV): -9.2

=====

Here is C44H54F4IrN7O3Sb as an isolated structure from OMol25. Energies are from wB97M-V/def2-TZVPD.

XYZ file:
```
114
Properties=species:S:1:pos:R:3:lowdin_spin:R:1
Ir 0.40816 -0.67511 0.60066 0.001
C -2.93554 0.62332 1.03333 0.004
C -3.03264 -0.90885 1.09039 0.001
N -1.84260 -1.56444 0.52066 0.000
C -1.80624 -3.00306 0.80036 0.000
C -0.57980 -3.52757 0.10061 0.000
N 0.62434 -2.78539 0.56262 0.000
C 1.22563 -3.43329 1.76852 0.000
C 0.47272 -3.26705 3.07385 0.000
C 0.07982 -1.82732 3.38406 0.000
N 0.90467 -0.84221 2.61716 0.000
C 0.79506 0.48442 3.29348 0.000
C 1.29514 1.56652 2.37894 0.000
N 0.47378 1.52556 1.15543 0.000
C -0.90628 2.01402 1.34499 0.003
H -4.17349 0.68349 -0.67230 0.031
H -3.67601 0.99059 1.74850 0.000
H -3.13396 -1.21174 2.13287 0.000
H -3.93760 -1.24024 0.57179 0.001
H -1.93614 -1.50399 -0.49244 0.000
H -1.81570 -3.16870 1.87313 0.000
H -2.68258 -3.51214 0.38775 0.000
H -0.45341 -4.59601 0.27882 0.000
H -0.67070 -3.37328 -0.97652 0.000
H 1.31544 -2.89582 -0.18028 0.000
H 1.32427 -4.50098 1.56566 0.000
H 2.23991 -3.04467 1.85475 0.000
H -0.41785 -3.89114 3.11495 0.000
H 1.13136 -3.66876 3.84587 0.000
H -0.95666 -1.60354 3.13286 0.000
H 0.19368 -1.64032 4.45338 0.000
H 1.87354 -1.14868 2.68574 0.000
H -0.25297 0.63470 3.54672 0.000
H 1.36055 0.46667 4.22722 0.000
H 1.26888 2.54185 2.86973 0.000
H 2.32832 1.37478 2.09862 0.000
H 0.89716 2.02456 0.37875 0.000
H -0.99482 2.65752 2.22410 0.000
H -1.20275 2.56694 0.45215 0.003
C -3.28709 4.68069 -4.28086 0.015
C -4.11522 3.45282 -3.92870 0.017
N -3.73847 2.87833 -2.61038 0.276
C -2.71611 1.96876 -2.62001 0.012
C -2.38980 1.22094 -1.54139 0.213
C -1.33956 0.14186 -1.68038 0.010
O -1.68263 -0.89755 -2.21400 0.026
O -0.21383 0.40824 -1.10904 0.016
C -3.31186 1.28643 -0.32905 0.051
O -1.63436 0.84067 1.51198 0.003
C -3.91133 2.67925 -0.22647 0.107
C -4.24881 3.32228 0.94725 -0.012
C -4.99480 4.48577 0.94154 0.118
F -5.18597 5.06463 2.12586 0.040
C -5.54841 5.06501 -0.22938 0.003
C -5.08434 4.49037 -1.40957 0.043
C -4.26431 3.34903 -1.42223 0.022
N -6.43478 6.13382 -0.22186 -0.008
C -6.88236 6.78465 1.02891 -0.001
C -8.07568 7.69129 0.78428 0.000
N -7.78362 8.63524 -0.34838 0.000
C -7.43843 7.88858 -1.63009 0.000
C -7.30042 6.39496 -1.36940 0.000
H -3.60483 5.05151 -5.25473 0.001
H -2.22728 4.43504 -4.34793 0.000
H -3.40683 5.48119 -3.55076 0.000
H -3.96173 2.66155 -4.65848 0.003
H -5.18198 3.65851 -3.90609 0.003
H -2.20294 1.86400 -3.56660 -0.001
H -3.97149 2.94459 1.92261 -0.003
H -5.33868 4.94674 -2.35129 0.002
H -6.06261 7.36375 1.45746 0.000
H -7.20313 6.06561 1.77924 0.000
H -8.28300 8.27506 1.67841 0.000
H -8.97693 7.14522 0.51875 0.000
H -7.00799 9.24381 -0.08264 0.000
H -8.58365 9.25118 -0.50603 0.000
H -6.51576 8.31746 -2.01192 0.000
H -8.23169 8.07145 -2.35130 0.000
H -6.89463 5.96868 -2.27980 0.000
H -8.28085 5.93113 -1.22846 0.000
F 7.03960 -2.92836 3.98151 0.000
C 6.12810 -2.46603 3.14259 0.000
C 6.13471 -2.90868 1.83236 0.000
C 5.17587 -2.42384 0.95624 0.000
C 4.21161 -1.51013 1.38856 0.000
C 4.26520 -1.05252 2.71224 0.000
C 5.21290 -1.53346 3.60112 0.000
Sb 2.90273 -0.63702 -0.00223 0.000
C 4.09653 0.95817 -0.62105 0.000
C 4.82746 0.81465 -1.79904 0.000
C 5.77785 1.76493 -2.14128 0.000
C 5.97143 2.84404 -1.30025 0.000
F 6.87693 3.75489 -1.62593 0.000
C 5.25763 3.01108 -0.12572 0.000
C 4.31281 2.05808 0.21137 0.000
C 2.81975 -1.94518 -1.63623 0.000
C 3.08270 -3.31710 -1.53922 0.000
C 2.93184 -4.14824 -2.64054 0.000
C 2.51587 -3.58828 -3.83458 0.000
F 2.36798 -4.37276 -4.89129 0.000
C 2.24102 -2.23692 -3.96545 0.000
C 2.38208 -1.42026 -2.85690 0.000
H 6.89383 -3.60924 1.51003 0.000
H 5.21312 -2.75108 -0.07400 0.000
H 3.61059 -0.25980 3.06807 0.000
H 5.27497 -1.18404 4.62312 0.000
H 4.67835 -0.03417 -2.45405 0.000
H 6.37103 1.67476 -3.04127 0.000
H 5.45748 3.86868 0.50227 0.000
H 3.76809 2.18486 1.13744 0.000
H 3.43004 -3.75953 -0.61168 0.000
H 3.14465 -5.20812 -2.59126 0.000
H 1.92578 -1.84831 -4.92487 0.000
H 2.14483 -0.36596 -2.95393 0.000
```

Output
Spin multiplicity: 2
HOMO-LUMO gap (alpha / beta) (Ha): 0.2938 / 0.1903
Lowest unoccupied orbital energy (alpha / beta) (Ha): -0.33090 / -0.43445
Total charge: +4
HOMO energy (alpha / beta) (eV): -17.0 / -17.0

=====

Here is an isolated ion of composition C3H10NS6 and charge +1 from OMol25. Energies are from wB97M-V/def2-TZVPD.

XYZ file:
```
20
Properties=species:S:1:pos:R:3:nbo_charge:R:1
C 0.40897 -0.91408 -1.14225 -0.440
C -4.15746 0.23864 0.21759 -0.729
C 4.06602 -0.63123 0.34909 -0.783
N 0.04124 -0.74013 0.28659 -0.769
S 0.10089 2.65020 0.18896 -0.033
S -2.55609 0.62323 1.08670 0.327
S 2.93160 -1.28403 1.56273 0.199
S -1.32785 1.48731 -0.59578 0.073
S -1.28114 -1.38695 0.89628 0.531
S 1.34777 -0.01121 1.26277 0.269
H 0.82968 -0.03967 -1.61963 0.221
H 1.13996 -1.65481 -1.21834 0.216
H -0.45936 -1.28674 -1.75875 0.229
H -4.04458 -0.14115 -0.89485 0.268
H -4.72519 1.09275 0.30225 0.242
H -4.66574 -0.59339 0.80563 0.269
H 3.54802 0.30452 0.00207 0.237
H 4.35067 -1.23976 -0.43700 0.230
H 5.07361 -0.42994 0.64274 0.251
H -0.62101 3.95644 0.06319 0.191
```

Output
HOMO-LUMO gap (Ha): 0.2843
Lowest unoccupied orbital energy (Ha): -0.17886
Total charge: +1
HOMO energy (eV): -12.6

=====

no.,maximum force (eV/A)
1,2.51
2,2.16
3,2.22
4,3.91